(1)
# C38H50CaN3O2STe

C38H50CaN3O2STe as an isolated structure at a distorted geometry (ωB97M-V with the def2-TZVPD basis set, the Open Molecules 2025 dataset).

```
96
Properties=species:S:1:pos:R:3:forces:R:3:lowdin_charge:R:1
Ca -0.911974 -0.405753 1.433736 0.70 0.00 0.98 1.23
C -1.088892 -1.377005 4.479914 -0.05 0.07 -0.11 -0.09
N -2.095187 -0.657044 3.689029 -0.13 -0.28 0.03 -0.33
C -3.248876 -1.540105 3.433791 0.13 0.04 0.02 -0.08
C -2.562649 0.546299 4.378318 0.02 -0.13 -0.10 -0.21
C -1.550000 1.668354 4.391534 0.04 -0.01 -0.06 -0.21
N -1.297423 2.232571 3.073762 0.08 -0.03 -0.11 -0.26
C -2.464488 2.919559 2.534413 -0.02 0.00 0.05 -0.11
C -0.186743 3.170859 3.167660 -0.02 -0.03 -0.03 -0.10
H -1.473917 -1.622979 5.479199 -0.02 -0.02 0.05 0.09
H -0.175250 -0.791219 4.576876 -0.01 0.01 -0.01 0.08
H -0.831919 -2.306649 3.970625 -0.03 0.03 0.00 0.07
H -3.740241 -1.818603 4.377201 -0.01 -0.03 0.02 0.09
H -2.920590 -2.448823 2.930345 0.01 0.04 0.02 0.06
H -3.957947 -1.027479 2.787383 -0.01 0.03 0.00 0.07
H -2.839618 0.308521 5.416460 -0.02 -0.06 0.05 0.12
H -3.472318 0.870589 3.873684 -0.03 0.03 0.03 0.11
H -0.595609 1.301106 4.773728 0.00 0.01 0.05 0.11
H -1.899164 2.443543 5.095149 -0.02 0.08 0.00 0.12
H -2.825855 3.699892 3.225701 0.00 0.02 0.01 0.09
H -3.276494 2.222818 2.332633 0.03 0.02 0.03 0.05
H -2.196011 3.390761 1.589173 0.02 -0.01 0.02 0.07
H -0.414712 3.989706 3.871745 0.01 0.00 0.00 0.09
H 0.017508 3.602958 2.189800 0.01 -0.01 -0.03 0.08
H 0.709599 2.652383 3.505555 0.01 -0.01 -0.01 0.08
Te -0.570466 3.226957 -1.859963 0.21 0.14 -0.36 1.34
C 0.623951 4.485555 -3.117681 0.05 0.06 0.08 -0.53
C 0.659273 4.490931 -4.510408 0.03 0.01 -0.01 -0.13
C 1.509344 5.351388 -5.197893 -0.02 -0.02 0.10 -0.10
C 2.331932 6.231700 -4.507005 -0.04 -0.04 -0.01 -0.11
C 2.297323 6.246057 -3.119919 -0.08 -0.08 0.00 -0.11
C 1.456188 5.375675 -2.436335 0.02 0.08 -0.06 -0.18
C -0.561380 1.565688 -3.167827 -0.03 -0.23 0.13 -0.52
C 0.099210 0.398247 -2.779476 0.04 0.07 -0.13 -0.13
C 0.071247 -0.727016 -3.594540 -0.01 0.11 -0.01 -0.07
C -0.614954 -0.698122 -4.803800 0.00 0.06 0.08 -0.09
C -1.288247 0.454303 -5.185377 0.06 0.01 0.05 -0.10
C -1.272831 1.578048 -4.364375 0.00 -0.06 0.04 -0.16
H 0.030555 3.817943 -5.078317 -0.01 -0.04 0.03 0.08
H 1.524078 5.332980 -6.281117 0.01 -0.01 0.00 0.10
H 2.997036 6.895944 -5.044117 0.00 0.01 -0.01 0.09
H 2.936763 6.922557 -2.566425 0.00 0.00 0.01 0.10
H 1.456883 5.384564 -1.350655 0.03 -0.03 -0.01 0.08
H 0.642369 0.364888 -1.843156 0.02 0.04 0.00 0.08
H 0.594611 -1.621604 -3.277434 -0.03 0.03 -0.02 0.10
H -0.637171 -1.575734 -5.437946 0.00 0.00 0.00 0.10
H -1.840320 0.480280 -6.117273 -0.01 -0.01 0.01 0.10
H -1.843637 2.453139 -4.649602 0.02 0.03 0.01 0.09
O -3.694700 0.291488 0.770129 -0.04 -0.11 0.06 -0.60
S -2.969301 1.011369 -0.304400 -0.25 0.10 -0.03 0.64
N -1.518932 1.175384 -0.136790 -0.15 0.32 -0.66 -0.63
C 4.350206 1.350578 -3.536863 -0.04 -0.02 0.03 -0.07
C 3.943485 0.851760 -2.176253 0.03 -0.01 0.02 -0.29
C 3.195424 1.640978 -1.305882 -0.09 0.00 -0.02 -0.04
C 2.710576 1.169593 -0.097126 -0.07 -0.09 0.02 -0.22
C 1.982611 2.112145 0.819180 0.10 -0.01 0.05 -0.09
C 2.959220 -0.187074 0.296588 -0.02 0.07 -0.07 -0.15
C 2.342194 -0.810208 1.410707 -0.41 0.27 0.35 -0.26
O 1.285428 -0.383011 2.068405 0.19 -0.14 -0.44 -0.34
C 3.876075 -0.936211 -0.517955 -0.04 0.06 0.06 -0.23
C 4.382723 -2.277104 -0.060730 -0.02 -0.04 -0.06 -0.07
C 4.304959 -0.424002 -1.724900 0.04 0.01 -0.01 -0.04
H 4.297324 2.440051 -3.586182 0.01 -0.01 0.00 0.07
H 3.687826 0.961139 -4.318216 0.02 0.01 0.02 0.07
H 5.368476 1.045079 -3.791248 0.00 0.00 0.00 0.07
H 2.969131 2.667406 -1.589039 0.00 -0.02 0.01 0.10
H 2.131903 3.143651 0.490966 -0.01 -0.01 -0.01 0.07
H 2.341526 2.005041 1.846551 -0.01 0.01 -0.07 0.08
H 0.911316 1.919142 0.839470 -0.07 0.03 0.00 0.02
H 2.772784 -1.754471 1.742633 -0.04 -0.11 0.02 0.09
H 3.590674 -3.028411 -0.004585 -0.02 0.02 0.01 0.06
H 4.823127 -2.210535 0.938391 0.02 -0.01 -0.02 0.08
H 5.149606 -2.642703 -0.745344 -0.01 -0.01 0.00 0.07
H 4.957549 -1.036575 -2.344859 -0.01 0.03 0.03 0.11
C -0.869348 -4.252115 -1.553732 0.07 -0.09 -0.02 -0.05
C -0.683236 -3.742264 -0.138290 -0.10 0.17 -0.04 -0.53
C 0.731411 -3.966236 0.356540 0.03 -0.11 -0.04 -0.06
C -1.402743 -2.531998 0.337895 0.17 -0.15 -0.17 -0.15
C -1.811417 -4.005055 0.871836 -0.10 -0.19 -0.01 -0.36
C -1.470178 -4.435236 2.227459 0.07 0.08 0.00 -0.07
C -2.360862 -5.081262 3.035779 -0.14 0.00 -0.07 -0.14
C -3.661897 -5.394769 2.588706 0.04 0.06 -0.08 -0.13
C -3.998555 -5.101047 1.249356 0.13 -0.02 0.13 -0.12
C -3.106074 -4.490419 0.411279 -0.04 0.04 0.04 -0.04
H -0.119712 -3.786377 -2.200707 -0.03 0.00 -0.01 0.06
H -1.848768 -4.005723 -1.960478 0.02 0.01 0.01 0.07
H -0.732530 -5.338041 -1.618244 0.01 0.04 0.00 0.08
H 1.428172 -3.605919 -0.404311 0.03 0.04 0.00 0.07
H 0.941773 -5.028294 0.531096 0.01 0.03 -0.01 0.09
H 0.940117 -3.407995 1.268453 -0.02 -0.01 -0.03 0.06
H -2.155749 -2.250504 -0.415859 -0.13 -0.11 0.09 0.05
H -0.474090 -4.228555 2.598892 -0.04 0.03 0.01 0.09
H -2.060431 -5.351118 4.042930 -0.01 -0.02 0.00 0.09
H -4.372488 -5.877905 3.246086 0.01 -0.01 -0.01 0.08
H -4.976445 -5.375148 0.870477 -0.01 -0.02 0.00 0.09
H -3.391146 -4.297146 -0.614582 -0.03 0.03 0.04 0.10
```
Positions in Å, forces in eV/Å.

Summary:
- HOMO-LUMO gap (alpha / beta) (eV) = 5.4 / 4.8
- energy above the lowest of the compared OMol25 structures with the same formula, charge and spin (kJ/mol) = 48.8
- total charge = -1
- multiplicity = 1
- molar mass (g/mol) = 780.6

(2)
# C26H19NO4

A 2-piece molecular cluster, C26H19NO4 overall (ωB97M-V with the def2-TZVPD basis set, the Open Molecules 2025 dataset).

```
50
Properties=species:S:1:pos:R:3:forces:R:3:nbo_charge:R:1
O -1.596411 5.308932 4.835630 0.00 -0.01 -0.01 -0.52
C -1.360627 4.554270 3.916893 -0.01 0.05 0.05 0.55
C -0.803432 3.192639 4.160541 -0.02 -0.01 -0.05 -0.16
C -0.577765 2.782301 5.468268 0.03 -0.07 0.06 -0.15
C -0.080766 1.514543 5.718463 0.00 0.00 -0.02 -0.19
C 0.192774 0.650028 4.664056 -0.01 0.02 0.00 -0.19
C -0.022908 1.056645 3.358563 0.03 -0.06 0.06 -0.18
C -0.519122 2.328653 3.100951 -0.01 0.05 0.00 -0.07
C -0.730539 2.751028 1.688226 0.01 -0.03 -0.06 0.61
O -0.442813 2.020045 0.762593 0.00 -0.06 0.03 -0.57
C -1.310006 4.101369 1.444089 -0.01 0.00 0.05 -0.07
C -1.548859 4.504798 0.136019 -0.03 0.06 -0.06 -0.18
C -2.102588 5.748902 -0.112460 0.00 0.00 0.02 -0.19
C -2.420155 6.595540 0.944263 0.01 -0.02 0.00 -0.19
C -2.178465 6.201151 2.249161 -0.03 0.07 -0.06 -0.15
C -1.621646 4.954432 2.504375 0.02 -0.05 -0.01 -0.16
H -0.797424 3.463126 6.278817 -0.02 0.04 -0.03 0.24
H 0.093112 1.196108 6.737713 0.00 -0.01 0.00 0.22
H 0.575078 -0.342378 4.862697 0.01 0.00 0.00 0.22
H 0.190426 0.395534 2.530256 -0.01 0.04 -0.04 0.23
H -1.299142 3.835934 -0.676154 0.02 -0.04 0.03 0.23
H -2.289407 6.061358 -1.131290 0.00 0.00 0.00 0.22
H -2.856995 7.565581 0.747490 0.00 0.01 0.00 0.22
H -2.417129 6.851309 3.079289 0.02 -0.03 0.04 0.24
C -0.559477 0.802763 -2.255373 0.09 -0.12 0.32 -0.41
N -0.445523 -0.605199 -1.860847 0.31 0.38 0.21 -0.59
C 0.910886 -1.090058 -2.078651 -0.19 0.00 -0.09 -0.25
C 1.072586 -2.581562 -1.964822 0.13 -0.10 0.17 -0.03
C 2.017990 -3.116023 -1.181328 -0.29 0.10 -0.16 -0.25
C 2.247534 -4.581249 -1.122892 -0.03 -0.03 0.02 0.51
O 2.711012 -5.128016 -0.146717 0.20 0.08 -0.04 -0.51
C 1.876697 -5.328902 -2.356827 -0.03 -0.05 -0.13 -0.05
C 2.498895 -6.526032 -2.686141 -0.13 -0.05 -0.08 -0.19
C 2.147731 -7.169871 -3.863763 -0.15 0.10 -0.08 -0.20
C 1.159665 -6.637099 -4.690043 0.09 0.00 0.14 -0.20
C 0.514593 -5.456595 -4.344790 0.04 -0.18 0.04 -0.16
C 0.887624 -4.794825 -3.183783 0.14 -0.08 0.09 -0.14
C 0.217457 -3.520625 -2.776486 0.08 0.00 -0.01 0.52
O -0.927926 -3.293814 -3.075932 0.02 0.11 -0.18 -0.48
H -0.390397 0.910045 -3.325151 -0.10 -0.04 -0.08 0.19
H 0.148210 1.443640 -1.715459 0.09 0.06 -0.10 0.17
H -1.555820 1.152824 -1.994211 -0.08 0.02 -0.17 0.20
H -0.599706 -0.612160 -0.856930 -0.21 -0.25 -0.04 0.35
H 1.209756 -0.803723 -3.092790 -0.05 -0.03 -0.04 0.21
H 1.638239 -0.626306 -1.398374 0.09 0.07 -0.03 0.18
H 2.634485 -2.487566 -0.549844 -0.01 -0.07 0.13 0.23
H 3.249735 -6.945972 -2.031585 0.01 0.07 0.07 0.23
H 2.637547 -8.092921 -4.143367 0.02 -0.01 0.01 0.22
H 0.892186 -7.151600 -5.603185 -0.01 0.01 -0.02 0.22
H -0.269170 -5.051003 -4.969154 -0.03 0.06 0.03 0.23
```
Positions in Å, forces in eV/Å.

Summary:
- HOMO-LUMO gap (eV) = 7.7
- energy above the lowest of the compared OMol25 structures with the same formula, charge and spin (kJ/mol) = 0.0
- total charge = 0
- multiplicity = 1
- molar mass (g/mol) = 409.4